No. 1
C4H11NO | wB97M-V/def2-TZVPD

```
! RIJCOSX wB97M-V def2-TZVPD def2/J DEFGRID3
* xyz 0 1
C -0.78 -0.65 -2.11
N -1.07 0.23 0.58
C -0.69 -1.21 0.23
C -0.58 -1.56 -1.07
C -0.33 -1.92 1.57
H -1.23 -1.19 -2.99
H -1.45 0.16 -1.95
H 0.16 -0.20 -2.35
H -1.53 0.47 -0.23
H -1.24 0.39 1.56
H -0.24 -2.62 -1.35
H -0.08 -2.99 1.45
H -1.21 -1.95 2.31
H 0.60 -1.33 2.01
H 3.21 5.10 1.53
H 3.54 4.46 0.15
O 2.91 4.82 0.66
*
```

## Properties
energy above the lowest of the compared OMol25 structures with the same formula, charge and spin: 242.7 kJ/mol
lowest unoccupied orbital energy: 1.04 eV
calculated total energy: -7862.038 eV
gap between HOMO and LUMO: 8.95 eV

=====

No. 2
C4H11NO | wB97M-V/def2-TZVPD

```
! RIJCOSX wB97M-V def2-TZVPD def2/J DEFGRID3
* xyz 0 1
C -1.18 1.71 0.23
C -0.72 0.29 -0.06
C 0.68 0.04 0.48
C 1.31 -1.34 0.26
O 0.50 -2.28 0.98
N -0.66 0.22 -1.56
H -1.15 1.96 1.30
H -0.45 2.37 -0.24
H -2.18 1.89 -0.16
H -1.42 -0.45 0.37
H 0.57 0.14 1.56
H 1.39 0.89 0.15
H 2.26 -1.29 0.77
H 1.38 -1.56 -0.81
H -0.08 -2.70 0.35
H -0.36 -0.71 -1.83
H 0.12 0.83 -1.79
*
```

## Properties
energy above the lowest of the compared OMol25 structures with the same formula, charge and spin: 103.7 kJ/mol
lowest unoccupied orbital energy: 0.88 eV
calculated total energy: -7863.479 eV
gap between HOMO and LUMO: 10.29 eV

=====

No. 3
C4H11NO | wB97M-V/def2-TZVPD

```
! RIJCOSX wB97M-V def2-TZVPD def2/J DEFGRID3
* xyz 0 1
C 0.50 1.05 -0.94
C 0.22 -0.11 0.00
C 0.28 0.46 1.44
C -1.02 -0.81 -0.33
H 1.57 1.20 -0.82
H 0.41 0.87 -2.04
H -0.02 2.03 -0.74
H -0.58 1.14 1.58
H 0.09 -0.37 2.13
H 1.23 0.87 1.68
H 1.27 -1.43 -1.05
H 1.23 -1.82 0.54
H -1.06 -1.70 0.33
H -1.16 -1.18 -1.35
H -2.06 0.96 -0.37
N 1.32 -1.05 -0.13
O -2.22 -0.10 0.06
*
```

## Properties
energy above the lowest of the compared OMol25 structures with the same formula, charge and spin: 159.8 kJ/mol
lowest unoccupied orbital energy: 0.79 eV
calculated total energy: -7862.897 eV
gap between HOMO and LUMO: 10.30 eV

=====

No. 4
C4H11NO | wB97M-V/def2-TZVPD

```
! RIJCOSX wB97M-V def2-TZVPD def2/J DEFGRID3
* xyz 0 1
C -0.79 -2.26 -0.38
C -1.50 -1.65 0.82
H -0.06 -3.08 -0.06
H -1.44 -2.75 -1.25
H -0.42 -1.48 -1.06
H -2.06 -0.74 0.82
H -2.30 -2.32 1.32
H -0.75 -1.56 1.58
C 0.29 2.60 -0.38
C 1.13 1.38 -0.59
O 1.05 0.56 -1.41
N 2.10 1.10 0.35
H -0.33 2.49 0.52
H -0.50 2.58 -1.23
H 2.53 0.13 0.25
H 2.38 1.49 1.18
H 0.69 3.52 -0.46
*
```

## Properties
energy above the lowest of the compared OMol25 structures with the same formula, charge and spin: 151.1 kJ/mol
lowest unoccupied orbital energy: 0.87 eV
calculated total energy: -7862.987 eV
gap between HOMO and LUMO: 10.88 eV

=====

No. 5
C4H11NO | wB97M-V/def2-TZVPD

```
! RIJCOSX wB97M-V def2-TZVPD def2/J DEFGRID3
* xyz 0 1
C -0.28 0.46 0.49
C 0.81 -0.56 0.09
C -1.68 0.19 -0.11
C 2.10 -0.38 0.88
N -1.69 -0.60 -1.34
O 0.15 1.77 0.12
H 0.50 1.73 -0.78
H -0.38 0.46 1.58
H -1.22 -0.10 -2.09
H -2.65 -0.73 -1.65
H 0.45 -1.58 0.23
H 1.05 -0.43 -0.97
H -2.28 -0.34 0.63
H -2.18 1.14 -0.32
H 2.25 0.66 1.20
H 2.09 -1.02 1.77
H 2.96 -0.67 0.27
*
```

## Properties
energy above the lowest of the compared OMol25 structures with the same formula, charge and spin: 89.9 kJ/mol
lowest unoccupied orbital energy: 0.97 eV
calculated total energy: -7863.622 eV
gap between HOMO and LUMO: 10.32 eV

=====

No. 6
C4H11NO | wB97M-V/def2-TZVPD

```
! RIJCOSX wB97M-V def2-TZVPD def2/J DEFGRID3
* xyz 0 1
C -1.86 -1.56 0.15
C -1.28 -0.38 0.34
N -0.10 0.03 -0.26
C 0.44 1.37 -0.46
C 1.12 1.50 -1.82
H -2.33 -2.07 0.96
H -1.73 -2.23 -0.70
H -1.50 0.33 1.13
H 0.23 -0.60 -0.98
H -0.39 2.11 -0.45
H 1.12 1.72 0.33
H 1.05 2.56 -2.12
H 2.20 1.51 -1.89
H 0.66 0.95 -2.63
H 1.20 -2.27 3.16
H 0.49 -1.51 2.15
O 0.68 -1.47 3.09
*
```

## Properties
energy above the lowest of the compared OMol25 structures with the same formula, charge and spin: 208.4 kJ/mol
lowest unoccupied orbital energy: 0.94 eV
calculated total energy: -7862.393 eV
gap between HOMO and LUMO: 8.88 eV

=====

> Among the records above, which one has the lowest lowest unoccupied orbital energy?

number 3

=====

> What is the lowest unoccupied orbital energy in the first record?

1.04 eV

=====

> Which of these has the highest calculated total energy?

number 1